[1]
Computed, not measured: an isolated molecule of C22H26N2O5S at a distorted geometry, with ωB97M-V/def2-TZVPD.

Multiplicity: 1
Energy relative to the best compared isomer or geometry (same formula, charge and spin) (kcal per mole): 17.34
E_HOMO (eV): -8.45
Max |F| (eV Å⁻¹): 1.25
Structure (SMILES): CCCCN(c1ccccc1)S(=O)(=O)c1ccc2c(c1)CCN2C(=O)CCC(=O)O
Frontier orbital gap (eV): 8.65

XYZ file:
```
56
Properties=species:S:1:pos:R:3:forces:R:3:nbo_charge:R:1
C 2.941739 0.213204 -4.506303 0.0 0.1 0.2 -0.608
C 2.383215 0.573647 -3.134410 -0.2 -0.2 -0.1 -0.390
C 1.435670 -0.488111 -2.575351 0.2 0.0 0.0 -0.417
C 2.155748 -1.804879 -2.266856 0.2 0.6 -0.3 -0.237
N 1.344034 -2.720551 -1.489124 0.7 -0.2 1.0 -0.692
C 0.204003 -3.296748 -2.053767 -0.7 -0.4 0.0 0.248
C -0.769293 -3.908696 -1.263712 -0.2 -0.1 0.0 -0.273
C -1.894846 -4.475249 -1.832200 0.0 0.1 0.0 -0.189
C -2.091370 -4.445419 -3.201316 -0.1 0.0 -0.1 -0.245
C -1.126646 -3.854554 -3.996577 -0.1 0.0 0.0 -0.177
C 0.003912 -3.288287 -3.437708 0.3 0.1 0.1 -0.292
S 1.755590 -2.788334 0.142752 -0.1 0.2 0.0 2.340
O 3.161701 -2.528643 0.225378 -0.1 0.2 -0.1 -0.933
O 1.263676 -3.992794 0.736078 -0.3 0.1 -0.2 -0.925
C 0.900940 -1.381573 0.861053 0.4 -0.6 -0.2 -0.339
C 1.557081 -0.165284 0.897326 0.0 0.0 0.0 -0.185
C 0.934607 0.963601 1.410063 0.1 0.1 0.0 -0.243
C -0.359814 0.829063 1.887222 0.3 -0.5 -0.2 0.240
C -1.012020 -0.406418 1.864972 0.2 0.2 -0.1 -0.050
C -0.387655 -1.521267 1.351194 -0.1 0.0 0.1 -0.173
C -2.379539 -0.281625 2.464039 0.0 -0.1 0.0 -0.422
C -2.475500 1.210419 2.824932 -0.6 0.1 0.2 -0.207
N -1.192518 1.802650 2.450319 0.2 0.1 0.0 -0.431
C -0.862811 3.099815 2.649930 -0.4 0.1 0.2 0.710
O 0.224478 3.555761 2.321926 0.2 0.0 -0.2 -0.654
C -1.931716 3.958163 3.299847 0.2 0.3 -0.1 -0.500
C -1.544631 5.441990 3.346000 0.1 -0.1 0.1 -0.518
C -0.553014 5.748063 4.470133 -0.5 0.1 -0.4 0.786
O -0.873807 6.342585 5.461705 0.1 0.0 0.1 -0.580
O 0.684292 5.311687 4.276080 0.6 -0.2 0.0 -0.688
H 3.585155 -0.660368 -4.448883 0.1 -0.1 -0.1 0.201
H 3.529112 1.038765 -4.900922 0.1 0.0 -0.1 0.214
H 2.133845 0.005453 -5.204754 -0.1 0.0 -0.1 0.201
H 1.837680 1.516824 -3.210877 0.1 0.0 0.1 0.205
H 3.207809 0.723844 -2.434808 0.0 0.1 0.1 0.195
H 0.625828 -0.664916 -3.285974 -0.1 0.0 0.0 0.205
H 0.985650 -0.114390 -1.652256 0.0 -0.1 -0.1 0.212
H 3.042557 -1.610237 -1.664335 0.0 0.0 -0.3 0.246
H 2.484155 -2.298004 -3.184707 0.0 0.0 0.1 0.203
H -0.623201 -3.983105 -0.202245 -0.1 0.0 0.0 0.232
H -2.626284 -4.945327 -1.191244 0.0 0.0 0.1 0.212
H -2.974144 -4.883024 -3.641483 -0.1 0.0 0.0 0.214
H -1.248269 -3.832454 -5.069868 0.0 0.0 -0.1 0.213
H 0.734406 -2.854064 -4.099509 0.1 0.1 0.0 0.214
H 2.571408 -0.115754 0.536379 0.1 0.1 0.0 0.244
H 1.443017 1.911767 1.441086 0.0 0.0 0.0 0.260
H -0.869899 -2.484276 1.345047 -0.1 -0.1 0.0 0.237
H -3.150768 -0.577553 1.752123 0.0 0.0 0.1 0.230
H -2.477853 -0.917606 3.344522 -0.1 0.0 0.0 0.230
H -2.652765 1.353957 3.893926 0.0 0.0 -0.1 0.210
H -3.284215 1.699539 2.274073 0.1 -0.1 0.1 0.206
H -2.861037 3.850567 2.735228 0.0 -0.1 0.1 0.235
H -2.117091 3.593415 4.313902 -0.1 -0.1 0.0 0.242
H -2.437397 6.040559 3.527098 0.1 0.0 0.0 0.242
H -1.104767 5.735763 2.390092 -0.1 0.0 0.0 0.233
H 0.751560 4.768407 3.454763 -0.2 0.2 0.2 0.513
```
Positions in Å, forces in eV/Å.

[2]
Computed, not measured: an isolated ion of composition C22H26N3O2 and charge +1 at a distorted geometry, with ωB97M-V/def2-TZVPD.

Net charge: +1
Multiplicity: 1
Energy relative to the best compared isomer or geometry (same formula, charge and spin) (kcal per mole): 47.30
E_HOMO (eV): -10.58
Max |F| (eV Å⁻¹): 2.97
Structure (SMILES): COc1ccc([C@@H](c2ccc3c(c2)CCO3)N2CCCN3CC[NH+]=C32)cc1
Frontier orbital gap (eV): 8.45

XYZ file:
```
53
Properties=species:S:1:pos:R:3:forces:R:3:nbo_charge:R:1
C 5.612243 1.813909 3.094401 -0.1 -0.5 0.1 -0.259
O 5.332184 0.410035 3.302275 -0.7 0.1 -0.1 -0.490
C 4.065800 -0.051497 3.092087 -0.2 0.2 0.1 0.330
C 3.777188 -1.358581 3.551456 0.5 0.5 -0.2 -0.270
C 2.511478 -1.882526 3.389288 -0.4 0.3 0.0 -0.182
C 1.509938 -1.178697 2.694582 -0.2 0.2 0.3 -0.116
C 0.143558 -1.858709 2.500376 0.4 0.7 2.4 -0.057
C -1.093776 -0.986110 2.802123 0.1 0.3 0.4 -0.100
C -0.974250 0.360051 3.195125 0.5 -0.3 -0.4 -0.124
C -2.056183 1.194540 3.394357 -1.0 0.0 0.1 -0.283
C -3.333203 0.651319 3.222865 0.3 -0.5 -0.1 0.317
C -3.497313 -0.734506 2.975445 0.7 1.1 0.4 -0.013
C -2.378691 -1.560281 2.888747 -0.3 0.2 -0.4 -0.223
C -4.966728 -0.998308 2.886200 -0.4 -0.5 0.2 -0.474
C -5.591154 0.392664 3.057504 0.1 0.7 0.0 -0.064
O -4.497389 1.349857 3.340625 0.1 -1.1 -0.3 -0.470
N 0.142436 -2.537882 1.230479 1.1 -1.1 -2.5 -0.423
C -1.067029 -3.057614 0.564684 0.0 0.0 -0.4 -0.224
C -1.144149 -4.560909 0.680162 -0.6 -0.6 0.2 -0.431
C 0.041447 -5.216186 0.006089 -0.1 -0.2 -0.1 -0.205
N 1.213899 -4.402423 0.211546 -0.3 0.4 0.2 -0.374
C 2.499484 -4.860134 -0.244615 0.2 -0.9 -0.7 -0.217
C 3.424198 -3.701312 0.041523 0.9 0.2 -0.1 -0.224
N 2.541110 -2.724928 0.635451 -0.8 0.5 0.3 -0.557
C 1.275527 -3.178812 0.745708 -0.4 0.6 0.2 0.713
C 1.818382 0.094544 2.190745 -0.1 -0.3 0.2 -0.150
C 3.047349 0.697561 2.463946 0.6 -0.2 0.0 -0.328
H 6.685766 1.886453 3.271581 -0.2 0.2 -0.1 0.216
H 5.371734 2.127985 2.069306 0.1 -0.1 0.2 0.182
H 5.063802 2.428150 3.822187 0.1 -0.2 -0.2 0.191
H 4.575292 -1.923991 4.034063 -0.3 0.2 -0.1 0.241
H 2.287998 -2.877499 3.782906 0.1 0.3 -0.1 0.219
H 0.095647 -2.617121 3.309666 0.1 0.0 -0.4 0.195
H 0.013528 0.774041 3.375491 -0.3 -0.1 -0.1 0.213
H -1.931267 2.234627 3.682894 0.0 -0.2 0.0 0.237
H -2.521873 -2.649679 2.876366 0.1 0.5 -0.2 0.207
H -5.258011 -1.438171 1.926010 0.1 0.0 0.2 0.225
H -5.308828 -1.669751 3.679977 0.0 0.0 -0.1 0.228
H -6.299953 0.452140 3.889669 0.2 0.0 -0.2 0.202
H -6.089124 0.732250 2.142038 0.1 0.0 0.2 0.194
H -1.024914 -2.800955 -0.506009 0.1 0.1 0.3 0.207
H -1.954164 -2.577739 0.965310 0.3 0.0 0.0 0.258
H -1.182433 -4.864086 1.734779 -0.1 0.1 -0.2 0.217
H -2.051010 -4.922622 0.184317 0.0 0.0 0.2 0.242
H 0.239111 -6.212943 0.421204 -0.1 0.2 -0.1 0.222
H -0.115142 -5.338607 -1.080175 0.0 0.1 0.3 0.209
H 2.794517 -5.765437 0.300351 -0.1 0.1 -0.1 0.218
H 2.446672 -5.118189 -1.310841 0.0 0.1 0.2 0.216
H 4.225018 -3.991218 0.733834 -0.2 0.2 -0.1 0.218
H 3.880395 -3.298687 -0.867663 0.0 0.0 0.2 0.222
H 2.838797 -1.784232 0.865698 -0.3 -0.3 0.1 0.456
H 1.072899 0.652781 1.618886 0.3 -0.2 0.2 0.227
H 3.216338 1.742955 2.189437 0.0 -0.5 -0.1 0.236
```
Positions in Å, forces in eV/Å.

[3]
Computed, not measured: an isolated molecule of C22H26N4O2, with ωB97M-V/def2-TZVPD.

Multiplicity: 1
Energy relative to the best compared isomer or geometry (same formula, charge and spin) (kcal per mole): 18.90
E_HOMO (eV): -7.81
Max |F| (eV Å⁻¹): 0.64
Structure (SMILES): CCCCc1ccc(NC(=O)Nc2c(C)n(C)n(-c3ccccc3)c2=O)cc1
Frontier orbital gap (eV): 8.55

XYZ file:
```
54
Properties=species:S:1:pos:R:3:forces:R:3:nbo_charge:R:1
C -4.443558 -4.126422 -1.506629 -0.1 0.2 0.0 -0.599
C -5.011276 -2.801754 -1.012560 0.2 -0.2 0.2 -0.399
C -5.064955 -2.746127 0.511597 -0.2 0.2 -0.2 -0.381
C -5.626264 -1.414468 1.028727 0.2 -0.2 0.1 -0.416
C -4.716325 -0.271537 0.685617 -0.1 0.1 0.1 -0.023
C -3.552276 -0.057350 1.412992 -0.1 0.0 -0.1 -0.210
C -2.675688 0.959126 1.085788 0.0 0.1 0.0 -0.208
C -2.938073 1.783381 -0.007333 -0.2 -0.3 0.1 0.127
N -2.085924 2.827970 -0.382069 -0.2 0.4 -0.1 -0.626
C -0.710158 2.901097 -0.409752 -0.1 -0.1 -0.1 0.800
O -0.168738 3.949927 -0.705370 0.2 0.2 -0.1 -0.661
N -0.074285 1.736240 -0.117392 -0.2 -0.5 0.0 -0.624
C 1.276873 1.426218 -0.022761 0.6 0.3 0.1 -0.019
C 2.451100 2.111104 -0.057962 -0.5 -0.2 -0.2 0.214
C 2.745774 3.561821 -0.162767 0.0 0.1 0.0 -0.682
N 3.505152 1.207126 0.014416 0.0 -0.1 -0.6 -0.216
C 4.688590 1.538731 0.779174 0.0 0.0 0.4 -0.422
N 2.952475 -0.056643 0.226761 -0.2 0.3 0.3 -0.281
C 3.712838 -1.223283 0.078175 0.3 -0.4 -0.2 0.213
C 3.336590 -2.370378 0.769970 -0.1 0.1 0.0 -0.238
C 4.074964 -3.529566 0.623315 0.0 0.0 0.0 -0.185
C 5.193103 -3.552073 -0.194033 0.1 -0.1 0.0 -0.226
C 5.560420 -2.411515 -0.888125 0.0 -0.1 0.0 -0.200
C 4.821792 -1.249448 -0.763785 -0.1 0.1 0.0 -0.269
C 1.576216 0.013920 0.159245 0.0 0.3 0.2 0.604
O 0.790896 -0.919114 0.224529 -0.2 -0.1 -0.1 -0.650
C -4.120679 1.595243 -0.719165 0.2 0.0 0.0 -0.237
C -4.993309 0.581693 -0.374965 0.0 0.0 0.1 -0.189
H -4.420856 -4.151750 -2.593629 0.0 -0.1 -0.1 0.208
H -5.051276 -4.958490 -1.156398 0.0 -0.1 0.0 0.198
H -3.429023 -4.264392 -1.139631 0.1 -0.1 0.0 0.205
H -6.018178 -2.665032 -1.414975 0.0 0.1 0.0 0.190
H -4.390351 -1.982432 -1.380771 -0.1 0.0 -0.1 0.204
H -5.691356 -3.562166 0.879941 0.0 -0.1 0.0 0.199
H -4.058535 -2.889182 0.910492 0.0 -0.1 0.1 0.199
H -5.737435 -1.478044 2.113827 -0.1 0.0 0.0 0.213
H -6.613887 -1.247731 0.594100 0.0 0.0 0.1 0.205
H -3.329800 -0.690666 2.259306 0.0 -0.1 0.1 0.213
H -1.804454 1.127782 1.700055 0.1 0.0 0.0 0.219
H -2.526796 3.626621 -0.816989 0.2 -0.1 0.1 0.412
H -0.634161 0.890146 -0.055952 0.0 0.1 0.0 0.434
H 3.115024 3.949321 0.787210 0.1 0.0 0.1 0.220
H 1.833804 4.090829 -0.425573 0.1 0.0 0.0 0.292
H 3.501813 3.741012 -0.925106 0.1 0.0 0.0 0.221
H 5.191322 2.376218 0.300223 0.0 0.0 0.0 0.218
H 4.445339 1.808267 1.812711 0.0 0.0 0.0 0.190
H 5.359832 0.682567 0.789257 0.0 0.1 0.0 0.227
H 2.460393 -2.346600 1.396285 -0.1 0.0 0.1 0.242
H 3.778077 -4.419845 1.156999 0.0 -0.1 0.0 0.215
H 5.771565 -4.457602 -0.297463 0.0 -0.1 0.0 0.214
H 6.421204 -2.427267 -1.540238 0.1 0.0 0.0 0.215
H 5.087126 -0.370184 -1.331711 0.0 0.1 0.0 0.224
H -4.349222 2.248766 -1.549051 0.0 0.0 -0.1 0.212
H -5.902542 0.449448 -0.943496 -0.1 0.0 -0.1 0.212
```
Positions in Å, forces in eV/Å.

[4]
Computed, not measured: an isolated molecule of C22H26N4O3, with ωB97M-V/def2-TZVPD.

Multiplicity: 1
Energy relative to the best compared isomer or geometry (same formula, charge and spin) (kcal per mole): 56.33
E_HOMO (eV): -8.37
Max |F| (eV Å⁻¹): 0.87
Structure (SMILES): COc1ccc(-n2c(C)nc3cc(C(=O)NCCN4CCOCC4)ccc32)cc1
Frontier orbital gap (eV): 8.92

XYZ file:
```
55
Properties=species:S:1:pos:R:3:forces:R:3:nbo_charge:R:1
C 2.426230 0.544161 7.300803 0.1 0.2 0.1 -0.253
O 1.694777 -0.617392 6.988628 -0.2 -0.3 -0.1 -0.487
C 1.628263 -1.018326 5.692617 -0.1 -0.1 -0.1 0.308
C 0.881790 -2.174350 5.450949 0.1 0.1 0.2 -0.246
C 0.744342 -2.668548 4.173255 0.0 0.2 -0.1 -0.188
C 1.359383 -2.021270 3.104518 0.1 0.3 0.5 0.090
N 1.229029 -2.511414 1.793412 0.0 -0.2 -0.3 -0.384
C 1.524430 -3.775464 1.325884 0.1 -0.1 -0.1 0.416
C 2.018484 -4.861119 2.206556 0.0 0.0 0.1 -0.664
N 1.352114 -3.895980 0.044910 0.1 -0.6 -0.1 -0.479
C 0.915575 -2.675351 -0.400964 -0.1 0.7 0.5 0.167
C 0.577472 -2.247713 -1.675756 0.0 0.1 0.1 -0.173
C 0.135352 -0.942547 -1.830148 0.2 -0.2 0.1 -0.159
C -0.220763 -0.487432 -3.205889 -0.2 0.1 0.2 0.670
O 0.369347 -0.860773 -4.200176 0.2 -0.2 -0.2 -0.624
N -1.281907 0.358643 -3.259109 -0.3 0.2 0.2 -0.620
C -1.724696 0.955751 -4.495372 0.3 0.2 -0.2 -0.247
C -1.275162 2.415080 -4.667383 -0.2 -0.2 -0.1 -0.221
N -2.281510 3.371702 -4.237355 0.1 0.1 0.0 -0.440
C -2.486909 3.384405 -2.799432 -0.2 0.2 0.0 -0.251
C -3.595315 4.379854 -2.451338 0.1 -0.4 0.2 -0.072
O -3.292623 5.676840 -2.901815 0.1 0.1 0.1 -0.521
C -3.088433 5.669176 -4.295007 0.2 0.0 -0.3 -0.074
C -1.958806 4.717528 -4.685527 -0.3 0.2 0.1 -0.249
C 0.057448 -0.071604 -0.732838 0.0 0.0 -0.1 -0.203
C 0.409100 -0.473545 0.539345 0.0 0.1 0.2 -0.249
C 0.838091 -1.781541 0.694382 -0.2 -0.1 -0.7 0.107
C 2.103539 -0.873148 3.340798 -0.1 -0.3 -0.1 -0.148
C 2.236971 -0.369793 4.622511 0.0 0.2 0.3 -0.314
H 2.336243 0.666941 8.378757 0.0 0.0 -0.1 0.204
H 3.483087 0.437118 7.036590 0.0 0.0 0.0 0.178
H 2.012598 1.425950 6.801190 0.0 0.0 0.0 0.177
H 0.412111 -2.664027 6.288820 -0.1 -0.1 0.1 0.230
H 0.150074 -3.551341 3.996149 -0.1 -0.1 0.0 0.223
H 1.184671 -5.409080 2.644753 0.0 0.0 0.1 0.229
H 2.630428 -4.457380 3.010821 0.0 -0.1 0.1 0.229
H 2.600697 -5.555947 1.608155 0.0 0.0 0.0 0.250
H 0.646855 -2.904275 -2.527286 0.0 -0.1 -0.1 0.240
H -1.746462 0.609760 -2.402657 0.1 -0.2 -0.1 0.394
H -2.813392 0.902084 -4.570814 0.1 0.0 0.0 0.207
H -1.275897 0.350817 -5.286757 -0.2 0.1 0.1 0.245
H -1.102580 2.598351 -5.729899 0.0 0.0 0.0 0.204
H -0.315484 2.557871 -4.140266 0.0 0.0 -0.1 0.173
H -2.803591 2.393267 -2.472425 0.0 0.0 0.1 0.189
H -1.561873 3.664514 -2.261931 0.0 -0.1 0.0 0.168
H -3.721993 4.450932 -1.369368 0.0 -0.1 -0.1 0.193
H -4.536231 4.037274 -2.908733 0.1 0.0 0.1 0.166
H -2.843281 6.694650 -4.575995 0.0 -0.1 -0.1 0.194
H -4.012601 5.358672 -4.805109 0.1 0.0 0.0 0.166
H -1.850547 4.710981 -5.771912 0.0 0.0 0.0 0.206
H -1.014765 5.076081 -4.237401 0.0 0.0 -0.1 0.168
H -0.252211 0.952993 -0.884352 0.0 0.1 0.0 0.208
H 0.348832 0.203883 1.378346 0.0 0.1 0.0 0.222
H 2.590001 -0.374903 2.515505 0.0 0.0 -0.1 0.221
H 2.822006 0.523543 4.772146 0.0 0.1 0.1 0.224
```
Positions in Å, forces in eV/Å.

Which value of frontier orbital gap does entry 4 give?
8.92 eV